Entry 1:
Here is the molecule C3H5NOS from OMol25. Energies are from ωB97M-V/def2-TZVPD.

Results
Lowest unoccupied orbital energy ... -0.81 eV
SMILES ... CON1CC1=S
Energy ... -17559.93113 eV
E_HOMO ... -8.9 eV
ΔE to the lowest compared entry with this formula, charge and spin ... 5.336 eV

Cartesian coordinates (Å):
C 1.5620 0.8712 0.6260
O 0.5011 0.9638 -0.2652
N -0.7150 0.0085 0.2784
C -0.7882 -1.2193 -0.4490
C -1.8482 -0.1804 -0.4374
S -3.0861 0.5663 -1.0675
H 1.4170 1.5353 1.4214
H 2.3920 1.1079 -0.0284
H 1.6521 -0.2136 0.9584
H -0.8025 -2.1277 0.3048
H -0.2841 -1.3121 -1.3415

Cartesian forces (eV/Å) of the 6 atoms listed first:
-0.103 -2.665 -0.759
-3.769 -1.366 -0.238
3.059 2.497 0.025
-1.675 -2.672 3.924
0.966 0.372 -0.473
-0.574 0.118 -0.170

***

Entry 2:
Here is the ion C3H10N3 with charge +1 from OMol25. Energies are from ωB97M-V/def2-TZVPD.

Results
Lowest unoccupied orbital energy ... -4.08 eV
Net charge ... +1
SMILES ... CC1(C[NH3+])NN1
Energy ... -7734.46347 eV
E_HOMO ... -13.6 eV
ΔE to the lowest compared entry with this formula, charge and spin ... 3.801 eV

Cartesian coordinates (Å):
C -0.5068 1.6711 -0.5058
C -0.5458 0.1454 -0.2196
C 0.7203 -0.7142 -0.2211
N 1.6156 -0.7386 1.0296
N -1.5681 -0.5737 -0.8928
N -1.6676 -0.3231 0.5383
H -0.3777 1.9535 -1.6224
H 0.2675 2.0771 0.1085
H -1.4297 2.2102 -0.2943
H 1.3181 -0.4763 -1.0904
H 0.4146 -1.7629 -0.2949
H 1.3568 -1.5450 1.5694
H 1.5514 0.0871 1.5999
H 2.5660 -0.8017 0.6533
H -2.2419 -0.0305 -1.4303
H -1.4727 -1.1785 1.0725

Cartesian forces (eV/Å) of the 6 atoms listed first:
0.212 -0.477 -1.497
-0.303 1.423 -0.796
-0.812 -0.369 -0.166
-0.039 0.653 -1.636
-0.014 -1.700 -0.226
-0.414 0.400 0.638